Formula: C34H59ClNPSiTl
Source: the Open Molecules 2025 dataset
Level of theory: ωB97M-V/def2-TZVPD

ORCA input file:
```
! RIJCOSX wB97M-V def2-TZVPD def2/J DEFGRID3
* xyz -1 1
Tl -0.72 0.42 1.58
Cl 0.37 2.51 2.32
P -0.35 0.47 -1.07
C 0.57 -0.77 4.50
H 0.99 -1.77 4.42
H 1.11 -0.04 5.11
C -1.63 -0.28 -2.18
C 1.38 -0.01 -1.60
C -1.48 -1.81 -2.31
H -2.58 -0.10 -1.65
C -2.68 -2.38 -3.09
H -0.56 -2.06 -2.84
H -1.42 -2.28 -1.32
C -2.88 -1.68 -4.44
H -2.56 -3.46 -3.24
H -3.59 -2.25 -2.48
C -2.95 -0.16 -4.29
H -2.03 -1.92 -5.08
H -3.79 -2.05 -4.93
C -1.73 0.39 -3.55
H -3.05 0.33 -5.27
H -3.85 0.11 -3.72
H -0.82 0.20 -4.14
H -1.84 1.48 -3.48
C -0.46 2.34 -1.24
C 1.72 -0.07 -3.09
H 2.01 0.76 -1.13
C 3.24 -0.18 -3.22
H 1.22 -0.95 -3.51
H 1.35 0.80 -3.65
C 3.81 -1.42 -2.53
H 3.53 -0.17 -4.28
H 3.69 0.71 -2.76
C 3.37 -1.49 -1.07
H 3.43 -2.33 -3.01
H 4.90 -1.46 -2.59
C 1.85 -1.34 -1.01
H 3.67 -2.43 -0.60
H 3.84 -0.69 -0.50
H 1.36 -2.19 -1.51
H 1.52 -1.36 0.04
C -1.88 2.94 -1.22
H 0.00 2.67 -0.29
C -1.81 4.48 -1.19
H -2.44 2.65 -2.12
H -2.44 2.55 -0.36
C -0.96 5.05 -2.33
H -2.82 4.91 -1.23
H -1.38 4.79 -0.22
C 0.43 4.41 -2.37
H -1.46 4.85 -3.28
H -0.86 6.14 -2.23
C 0.35 2.89 -2.41
H 1.00 4.77 -3.24
H 1.00 4.70 -1.48
H -0.12 2.58 -3.36
H 1.38 2.50 -2.43
C -2.80 0.40 1.15
C -0.70 -0.49 4.19
H -3.25 0.70 0.22
C -1.35 0.70 4.90
H -1.39 -1.20 3.72
C -2.87 0.78 4.73
H -1.15 0.55 5.97
H -0.84 1.64 4.63
C -3.33 1.40 3.41
H -3.31 -0.21 4.88
H -3.25 1.43 5.52
C -3.69 0.34 2.34
H -4.23 2.00 3.58
H -2.55 2.07 3.01
H -3.54 -0.71 2.67
H -4.76 0.42 2.04
C 3.14 1.23 1.06
Si 2.51 -0.19 2.22
C 3.92 -1.43 2.32
C 3.06 0.79 3.79
N 1.01 -1.21 1.74
C 0.57 -2.56 1.74
C -0.76 -2.96 1.38
C -1.10 -4.31 1.29
C -0.21 -5.34 1.54
C 1.09 -4.97 1.94
C 1.46 -3.61 2.05
H 4.07 1.66 1.49
H 2.44 2.08 1.02
H 3.42 0.97 0.04
H 4.87 -0.88 2.37
H 3.81 -2.00 3.26
H 3.96 -2.13 1.48
H 4.05 1.23 3.60
H 3.21 0.15 4.67
H 2.41 1.63 4.08
H -1.50 -2.18 1.21
H -2.12 -4.59 1.00
H -0.49 -6.38 1.43
H 1.81 -5.73 2.13
H 2.46 -3.36 2.38
*
```

The electronic energy comes out at -72086.6174 eV. Its HOMO-LUMO gap is 0.177 Eh.

Löwdin analysis output, partial charges in e:
1 Tl 0.52
2 Cl 0.07
3 P 1.08
4 C -0.05
5 H 0.07
6 H 0.06
7 C -0.41
8 C -0.42
9 C -0.19
10 H 0.10
11 C -0.20
12 H 0.10
13 H 0.10
14 C -0.21
15 H 0.11
16 H 0.11
17 C -0.21
18 H 0.11
19 H 0.10
20 C -0.21
21 H 0.11
22 H 0.12
23 H 0.11
24 H 0.08
25 C -0.43
26 C -0.22
27 H 0.08
28 C -0.19
29 H 0.10
30 H 0.09
31 C -0.20
32 H 0.10
33 H 0.11
34 C -0.21
35 H 0.11
36 H 0.10
37 C -0.23
38 H 0.11
39 H 0.08
40 H 0.12
41 H 0.03
42 C -0.20
43 H 0.04
44 C -0.19
45 H 0.10
46 H 0.08
47 C -0.21
48 H 0.11
49 H 0.11
50 C -0.21
51 H 0.11
52 H 0.10
53 C -0.22
54 H 0.10
55 H 0.12
56 H 0.10
57 H 0.10
58 C -0.38
59 C -0.25
60 H -0.05
61 C -0.23
62 H 0.09
63 C -0.23
64 H 0.11
65 H 0.07
66 C -0.24
67 H 0.11
68 H 0.09
69 C -0.40
70 H 0.09
71 H 0.07
72 H 0.07
73 H 0.09
74 C -0.20
75 Si 0.49
76 C -0.21
77 C -0.24
78 N -0.21
79 C -0.36
80 C -0.06
81 C -0.12
82 C -0.13
83 C -0.09
84 C -0.05
85 H 0.04
86 H -0.04
87 H -0.01
88 H 0.04
89 H 0.03
90 H 0.00
91 H 0.03
92 H 0.02
93 H 0.00
94 H 0.05
95 H 0.10
96 H 0.08
97 H 0.08
98 H 0.06